Entry 1:
{"formula": "ArH26O13", "method": "ωB97M-V/def2-TZVPD", "spin_multiplicity": 1, "homo_ha": -0.348, "fmax_ev_per_a": 0.907, "charge": 0, "homo_lumo_gap_ev": 8.747, "e_above_lowest_kj_mol": 135.57, "species": ["Ar", "O", "H", "H", "O", "H", "H", "O", "H", "H", "O", "H", "H", "O", "H", "H", "O", "H", "H", "O", "H", "H", "O", "H", "H", "O", "H", "H", "O", "H", "H", "O", "H", "H", "O", "H", "H", "O", "H", "H"], "coordinates": [[-18.031, -8.365, -0.564], [-21.490, -7.310, -0.663], [-21.271, -7.683, -1.517], [-21.481, -8.058, -0.066], [-18.080, -6.777, -3.544], [-18.743, -7.467, -3.555], [-17.269, -7.227, -3.306], [-20.192, -11.431, -0.243], [-20.068, -11.197, -1.163], [-21.102, -11.199, -0.057], [-19.618, -5.139, -1.426], [-19.004, -5.697, -1.904], [-20.141, -5.748, -0.906], [-15.184, -6.414, 1.148], [-15.138, -5.494, 1.410], [-14.347, -6.785, 1.426], [-15.571, -7.741, -3.216], [-15.294, -8.246, -2.452], [-15.133, -8.164, -3.955], [-17.123, -6.908, 3.074], [-17.913, -7.116, 2.575], [-16.421, -6.908, 2.424], [-18.035, -11.909, 1.570], [-17.692, -12.762, 1.304], [-18.783, -11.760, 0.992], [-14.906, -9.116, -0.739], [-14.153, -9.202, -0.155], [-15.087, -10.010, -1.031], [-19.762, -6.763, 2.005], [-20.510, -6.487, 2.534], [-20.012, -7.621, 1.663], [-15.847, -10.024, 1.810], [-15.679, -9.625, 0.956], [-16.668, -10.503, 1.694], [-15.842, -11.283, -1.945], [-14.958, -11.632, -1.833], [-15.880, -11.018, -2.864], [-20.558, -8.432, -3.193], [-20.749, -9.357, -3.037], [-20.780, -8.294, -4.114]]}



Entry 2:
{"formula": "ArH26O13", "method": "ωB97M-V/def2-TZVPD", "spin_multiplicity": 1, "homo_ha": -0.362, "fmax_ev_per_a": 1.229, "charge": 0, "homo_lumo_gap_ev": 9.794, "e_above_lowest_kj_mol": 77.60, "species": ["Ar", "O", "H", "H", "O", "H", "H", "O", "H", "H", "O", "H", "H", "O", "H", "H", "O", "H", "H", "O", "H", "H", "O", "H", "H", "O", "H", "H", "O", "H", "H", "O", "H", "H", "O", "H", "H", "O", "H", "H"], "coordinates": [[-0.038, 0.352, -0.064], [2.661, 2.404, -2.663], [1.761, 2.081, -2.713], [3.203, 1.622, -2.768], [-1.009, -1.807, -2.471], [-1.388, -1.797, -1.592], [-1.337, -2.616, -2.864], [0.801, 1.809, 2.383], [1.581, 2.295, 2.115], [0.647, 2.084, 3.287], [-3.573, 0.758, 0.790], [-4.236, 1.223, 0.279], [-2.847, 1.378, 0.861], [-3.045, -1.826, -0.394], [-3.817, -2.391, -0.434], [-3.370, -0.999, -0.039], [2.480, -0.262, 2.638], [1.858, 0.291, 2.166], [2.867, 0.317, 3.295], [0.620, -2.002, 3.473], [1.256, -1.330, 3.225], [0.301, -2.350, 2.641], [0.279, -3.142, 0.919], [-0.423, -3.779, 1.051], [0.667, -3.384, 0.078], [0.104, 1.246, -2.994], [-0.779, 1.342, -3.350], [0.221, 0.301, -2.895], [-1.793, 2.699, 1.700], [-1.792, 3.100, 0.831], [-0.888, 2.418, 1.835], [-1.582, 4.229, -0.601], [-1.289, 3.595, -1.257], [-0.802, 4.746, -0.402], [3.418, -0.620, -0.114], [3.490, -1.538, -0.375], [3.048, -0.649, 0.768], [1.226, -3.143, -1.913], [1.118, -3.975, -2.372], [0.402, -2.679, -2.060]]}



Entry 3:
{"formula": "AsF6H28O14", "method": "ωB97M-V/def2-TZVPD", "spin_multiplicity": 1, "homo_ha": -0.277, "fmax_ev_per_a": 1.484, "charge": -1, "homo_lumo_gap_ev": 9.602, "e_above_lowest_kj_mol": 98.67, "species": ["As", "F", "F", "F", "F", "F", "F", "O", "H", "H", "O", "H", "H", "O", "H", "H", "O", "H", "H", "O", "H", "H", "O", "H", "H", "O", "H", "H", "O", "H", "H", "O", "H", "H", "O", "H", "H", "O", "H", "H", "O", "H", "H", "O", "H", "H", "O", "H", "H"], "coordinates": [[-13.071, 17.688, -14.813], [-11.776, 16.862, -13.910], [-13.963, 16.161, -14.849], [-14.334, 18.527, -15.701], [-11.965, 19.057, -14.773], [-12.348, 17.249, -16.365], [-13.800, 18.144, -13.268], [-9.578, 19.357, -17.470], [-9.011, 19.950, -16.971], [-10.490, 19.681, -17.301], [-11.954, 20.481, -17.539], [-12.284, 19.580, -17.664], [-12.395, 20.793, -16.736], [-14.053, 21.476, -15.644], [-14.417, 22.324, -15.916], [-14.817, 20.967, -15.346], [-17.645, 17.389, -16.110], [-17.294, 17.728, -15.253], [-16.917, 16.932, -16.571], [-15.576, 15.807, -11.374], [-16.017, 16.068, -10.560], [-14.710, 16.226, -11.328], [-16.301, 15.497, -17.419], [-15.432, 15.277, -17.069], [-16.329, 15.080, -18.285], [-12.285, 17.360, -19.019], [-11.683, 16.693, -19.359], [-12.313, 17.199, -18.064], [-9.634, 16.300, -16.770], [-10.177, 15.960, -16.054], [-9.650, 17.259, -16.658], [-12.238, 14.248, -12.821], [-11.901, 14.163, -13.716], [-12.240, 15.195, -12.655], [-16.858, 20.008, -17.454], [-15.909, 20.166, -17.480], [-16.941, 19.052, -17.293], [-16.486, 18.311, -13.721], [-15.508, 18.298, -13.697], [-16.720, 18.598, -12.835], [-12.944, 20.167, -11.616], [-12.388, 20.240, -10.835], [-12.992, 19.224, -11.797], [-9.133, 15.196, -13.137], [-9.867, 15.013, -13.728], [-8.695, 15.960, -13.524], [-16.386, 14.728, -13.570], [-15.694, 14.840, -14.228], [-16.099, 15.274, -12.826]]}



Entry 4:
{"formula": "AuBF2O4S", "method": "ωB97M-V/def2-TZVPD", "spin_multiplicity": 1, "homo_ha": -0.023, "fmax_ev_per_a": 2.142, "charge": -2, "homo_lumo_gap_ev": 6.603, "species": ["Au", "F", "B", "F", "O", "S", "O", "O", "O"], "coordinates": [[0.248, -0.746, -0.138], [-1.146, -3.201, 0.975], [-0.475, -2.584, -0.057], [-0.478, -3.564, -1.044], [1.268, 1.114, -0.746], [0.358, 2.038, 0.055], [1.151, 3.187, 0.547], [-0.175, 1.252, 1.215], [-0.750, 2.504, -0.807]]}



Entry 5:
{"formula": "B2ClH8Hf", "method": "ωB97M-V/def2-TZVPD", "spin_multiplicity": 1, "homo_ha": -0.527, "fmax_ev_per_a": 5.582, "charge": 1, "homo_lumo_gap_ev": 2.816, "species": ["Hf", "B", "H", "H", "H", "H", "B", "H", "H", "H", "H", "Cl"], "coordinates": [[0.280, 0.388, 0.426], [1.987, 1.618, -2.843], [2.640, 1.412, -2.009], [2.514, 2.098, -3.653], [1.631, 0.655, -3.176], [1.124, 2.202, -2.567], [-1.356, -2.155, 2.858], [-0.925, -2.632, 1.992], [-2.035, -1.392, 2.511], [-1.841, -2.853, 3.522], [-0.545, -1.632, 3.342], [-3.475, 2.289, -0.403]]}



Entry 6:
{"formula": "B2CuH16O4", "method": "ωB97M-V/def2-TZVPD", "spin_multiplicity": 2, "homo_ha": [-0.348, -0.347], "fmax_ev_per_a": 2.249, "charge": 0, "homo_lumo_gap_ev": [9.495, 7.543], "e_above_lowest_kj_mol": 26.41, "species": ["Cu", "B", "H", "H", "H", "H", "B", "H", "H", "H", "H", "O", "H", "H", "O", "H", "H", "O", "H", "H", "O", "H", "H"], "coordinates": [[7.112, -13.841, -17.850], [8.025, -15.338, -19.457], [8.076, -14.190, -19.557], [8.517, -15.596, -18.434], [6.892, -15.621, -19.407], [8.448, -15.844, -20.408], [6.358, -12.381, -16.011], [7.494, -12.640, -16.042], [6.360, -11.231, -15.851], [5.903, -12.680, -17.031], [5.795, -12.960, -15.176], [6.006, -12.815, -19.329], [5.079, -12.871, -19.587], [6.455, -12.374, -20.059], [8.259, -14.766, -16.255], [8.067, -14.820, -15.311], [9.221, -14.790, -16.335], [5.616, -15.670, -17.380], [5.022, -15.971, -16.682], [5.737, -16.428, -17.968], [8.777, -12.372, -18.224], [9.108, -11.630, -17.700], [9.105, -12.227, -19.121]]}



Entry 7:
{"formula": "B2CuH22O7", "method": "ωB97M-V/def2-TZVPD", "spin_multiplicity": 2, "homo_ha": [-0.371, -0.371], "fmax_ev_per_a": 4.899, "charge": 0, "homo_lumo_gap_ev": [9.118, 6.612], "e_above_lowest_kj_mol": 166.36, "species": ["Cu", "B", "H", "H", "H", "H", "B", "H", "H", "H", "H", "O", "H", "H", "O", "H", "H", "O", "H", "H", "O", "H", "H", "O", "H", "H", "O", "H", "H", "O", "H", "H"], "coordinates": [[-0.349, 1.152, 1.418], [0.158, -0.760, -0.125], [0.204, -1.678, -0.690], [0.816, -0.071, -0.630], [-0.822, -0.312, -0.058], [0.487, -0.911, 0.891], [1.739, 1.771, 2.117], [1.204, 2.695, 1.965], [2.640, 1.936, 2.686], [1.166, 1.124, 2.763], [2.027, 1.306, 1.187], [-2.659, 1.217, 0.986], [-3.086, 2.040, 1.222], [-3.303, 0.542, 1.202], [0.345, -2.473, -3.115], [0.455, -2.647, -2.181], [1.059, -1.873, -3.333], [-2.318, -2.194, -1.445], [-1.575, -1.754, -1.034], [-2.543, -2.902, -0.842], [-0.001, 2.356, -0.399], [-0.622, 2.693, -1.045], [0.843, 2.722, -0.662], [-0.622, 0.217, -3.150], [0.179, 0.401, -2.660], [-1.027, -0.514, -2.684], [3.166, -0.962, -0.271], [2.214, -1.042, -0.221], [3.313, -0.182, -0.808], [-1.011, -0.260, 2.855], [-1.585, -0.951, 2.523], [-0.494, -0.687, 3.538]]}



Entry 8:
{"formula": "B2H24NiO8", "method": "ωB97M-V/def2-TZVPD", "spin_multiplicity": 3, "homo_ha": [-0.357, -0.357], "fmax_ev_per_a": 4.468, "charge": 0, "homo_lumo_gap_ev": [8.601, 7.654], "e_above_lowest_kj_mol": 228.29, "species": ["Ni", "B", "H", "H", "H", "H", "B", "H", "H", "H", "H", "O", "H", "H", "O", "H", "H", "O", "H", "H", "O", "H", "H", "O", "H", "H", "O", "H", "H", "O", "H", "H", "O", "H", "H"], "coordinates": [[-1.545, -0.145, 0.447], [-1.943, 1.036, -1.621], [-2.855, 1.529, -1.324], [-2.012, -0.029, -1.459], [-1.758, 1.287, -2.654], [-1.206, 1.520, -0.999], [0.736, -0.141, 0.303], [1.730, 0.275, 0.347], [0.261, -0.233, -0.662], [0.781, -1.108, 0.779], [0.200, 0.627, 0.840], [1.879, -1.133, -2.227], [1.379, -0.806, -1.479], [2.794, -0.997, -1.982], [0.806, 0.926, -3.405], [1.148, 0.119, -3.021], [-0.027, 1.070, -2.956], [2.373, -2.456, 2.392], [1.496, -2.759, 2.626], [2.296, -2.181, 1.478], [-1.251, -2.031, -0.668], [-1.579, -1.953, -1.564], [-0.734, -2.837, -0.671], [1.761, 2.496, -1.111], [1.138, 2.381, -1.829], [1.560, 1.786, -0.502], [-1.392, -1.259, 2.176], [-0.635, -1.687, 2.575], [-2.100, -1.384, 2.808], [-2.015, 1.491, 1.597], [-1.553, 2.167, 2.092], [-2.773, 1.942, 1.225], [1.220, 0.758, 3.140], [1.410, 0.466, 2.248], [0.410, 1.261, 3.060]]}